# C12H26AlB2O6

A molecular structure, C12H26AlB2O6 in a non-equilibrium geometry (ωB97M-V/def2-TZVPD, the OMol25 dataset).

Positions of all 47 atoms, in Å:
Al: 7.593 -31.602 -30.709
O: 4.934 -30.235 -30.905
O: 5.644 -32.052 -28.508
O: 4.078 -35.001 -29.796
O: 4.104 -28.200 -30.810
O: 3.771 -32.700 -27.396
O: 5.364 -33.471 -30.815
C: 3.380 -33.626 -26.370
C: 2.010 -34.556 -30.831
C: 4.298 -34.055 -30.748
C: 2.855 -27.507 -30.583
C: 5.756 -33.692 -26.747
C: 4.723 -33.918 -25.666
C: 1.887 -28.473 -29.946
C: 5.091 -32.710 -27.650
C: 2.754 -29.774 -29.734
C: 2.706 -35.448 -29.803
C: 4.041 -29.471 -30.492
C: 3.098 -33.837 -31.682
B: 10.595 -32.715 -30.596
B: 7.462 -28.969 -29.014
H: 5.791 -34.637 -27.289
H: 2.261 -35.307 -28.817
H: 2.260 -30.688 -30.062
H: 1.330 -35.159 -31.433
H: 10.012 -33.377 -31.218
H: 11.572 -33.152 -30.456
H: 4.862 -33.297 -24.781
H: 2.628 -33.219 -25.695
H: 6.894 -29.786 -28.598
H: 1.542 -28.190 -28.951
H: 3.165 -34.355 -32.639
H: 7.196 -28.978 -30.060
H: 2.673 -36.465 -30.193
H: 10.067 -32.510 -29.677
H: 4.848 -34.844 -25.105
H: 3.011 -29.868 -28.679
H: 6.760 -33.549 -26.348
H: 1.016 -28.722 -30.552
H: 1.428 -33.805 -30.296
H: 10.675 -31.794 -31.151
H: 2.804 -32.818 -31.934
H: 3.018 -34.539 -26.842
H: 3.049 -26.656 -29.930
H: 7.185 -28.045 -28.529
H: 2.419 -27.209 -31.536
H: 8.530 -29.125 -29.003

DFT total energy, eV: -33068.8868
Multiplicity: 2
F_max, eV/A: 6.184
LUMO level (spin up / spin down), Eh: -0.46893 / -0.46597
Net charge: +2


# C2H5NOSi

2 unconnected molecules or ions with the total composition C2H5NOSi in a non-equilibrium geometry (ωB97M-V/def2-TZVPD, the OMol25 dataset).

Positions of all 10 atoms, in Å:
Si: -1.379 -1.197 1.088
O: 0.470 1.408 0.644
N: 0.119 -0.759 -1.404
C: -0.572 -1.156 -0.473
C: 1.209 1.391 -0.319
H: 0.849 2.040 -1.147
H: -1.150 -2.075 2.428
H: -2.747 -0.840 0.866
H: 2.390 1.033 -0.321
H: 0.812 0.156 -1.362

DFT total energy, eV: -13565.0698
F_max, eV/A: 2.987
LUMO level, Eh: -0.01470
SMILES: N=C=[SiH2].C=O


# C20H25IMoN4O2SSi2

A molecular structure, C20H25IMoN4O2SSi2 in a non-equilibrium geometry (ωB97M-V/def2-TZVPD, the OMol25 dataset).

Positions of all 56 atoms, in Å:
I: -2.706 1.325 -3.702
Mo: -0.857 0.739 -1.760
S: 2.479 -0.085 -0.943
Si: -2.760 -0.690 -0.962
Si: -0.087 -1.573 -1.465
O: 3.725 0.051 -1.645
O: 1.721 -1.362 -1.066
N: 2.606 2.962 -1.356
N: 3.181 1.099 4.839
N: 1.368 0.882 -1.480
N: 0.310 2.688 -2.154
C: -2.296 -3.406 2.207
C: -1.034 -3.905 1.940
C: -0.831 -2.430 0.022
C: 0.011 -2.812 -2.863
C: 3.657 1.191 1.138
C: -4.107 0.273 -0.128
C: -2.845 -2.478 1.369
C: 2.984 0.905 3.476
C: -1.138 1.271 0.322
C: 2.076 -0.069 3.046
C: 1.294 4.824 -2.118
C: 3.741 1.566 2.453
C: -2.166 -2.014 0.273
C: -3.711 -1.726 -2.293
C: 2.743 0.145 0.764
C: -0.307 -3.419 0.865
C: 2.465 4.284 -1.632
C: 0.207 3.993 -2.419
C: 1.965 -0.436 1.726
C: 1.560 2.247 -1.663
H: -0.711 0.447 0.931
H: -2.184 1.536 0.574
H: 2.624 0.588 5.517
H: 0.710 -3.718 0.784
H: 4.388 2.418 2.746
H: -0.967 -3.152 -3.143
H: -2.741 -3.690 3.086
H: 1.076 5.888 -2.335
H: -4.154 1.338 -0.473
H: -5.095 -0.236 -0.282
H: -3.880 -2.213 1.586
H: 1.446 -0.543 3.804
H: -0.627 4.374 -2.971
H: 0.616 -2.521 -3.765
H: 1.323 -1.318 1.399
H: 0.554 -3.661 -2.493
H: -4.756 -1.891 -2.069
H: -3.970 0.314 0.950
H: 4.185 1.605 0.318
H: 3.290 4.974 -1.383
H: -3.269 -2.709 -2.373
H: -0.602 -4.652 2.511
H: -3.643 -1.302 -3.315
H: -0.643 2.270 0.477
H: 3.781 1.814 5.128

DFT total energy, eV: -67748.6215
Multiplicity: 3
F_max, eV/A: 2.912
LUMO level (spin up / spin down), Eh: -0.01559 / -0.01895